1.
14
Properties=species:S:1:pos:R:3:forces:R:3 method="wB97M-V/def2-TZVPD" lumo_energy_ev="0.75 / 0.74" spin_multiplicity=1 de_lowest_kj_mol=484.67
O 1.683976 1.756011 0.428365 0.50 2.49 -1.35
H -1.238625 1.204650 0.668728 -0.34 0.43 -0.02
C -0.906725 -0.480314 -0.768509 -1.57 1.03 -2.04
H 1.671500 2.338306 1.156805 -0.17 1.13 1.33
P 2.427414 -0.489798 -0.544599 0.25 -0.19 2.23
H -1.064893 -0.506254 1.378730 -0.37 0.39 0.05
H -0.352489 -1.349638 -0.705290 0.84 -2.17 0.50
C 1.470925 0.514609 0.753636 -1.23 -3.94 0.02
H -0.294836 0.062337 -1.506218 -0.69 0.45 0.10
H 1.575753 0.167605 1.826806 0.03 0.57 -1.25
H 1.775194 -1.666348 -0.169298 0.28 -0.68 0.22
C -1.022652 0.170258 0.528702 2.67 -0.57 0.96
H -1.877349 -0.772742 -1.267194 0.68 0.46 0.41
H 1.572834 -0.447570 -1.594305 -0.87 0.59 -1.18

2.
108
Properties=species:S:1:pos:R:3:forces:R:3 method="wB97M-V/def2-TZVPD" lumo_energy_ev=-8.17 charge=+3 spin_multiplicity=1 de_lowest_kj_mol=113.29
H -2.078138 -2.914729 2.309632 0.00 -0.04 -0.02
O 2.206092 0.838303 -3.173568 -0.35 -0.04 0.01
C 0.413096 -2.400306 -3.402180 0.05 -0.04 -0.01
H -0.852084 -1.633496 -5.015225 0.04 0.08 -0.09
H -5.315895 -0.890338 3.323473 0.01 -0.05 -0.01
H -0.782996 -1.697770 -0.728053 -0.03 -0.10 0.01
H -4.929330 0.752748 1.582197 -0.04 -0.02 -0.07
H -0.163609 -0.552568 4.820402 -0.02 -0.03 0.09
H -3.328493 2.408821 -3.134778 -0.05 0.04 0.05
H 2.205277 6.664071 0.570313 0.01 0.00 0.02
C 3.304136 -0.729801 0.057413 -0.20 0.10 -0.14
S -0.640408 0.160396 -3.489253 -0.08 -0.08 -0.57
C -3.142573 2.861708 -2.158225 0.07 0.00 0.00
H -8.726036 0.573814 -3.116706 0.01 -0.02 0.03
H -1.564587 2.075115 -4.439993 0.09 0.02 0.08
C 3.011384 -0.378090 1.482070 0.15 -0.18 0.10
H 1.036774 -1.959278 -2.619159 -0.01 0.00 0.02
C -4.405769 -1.442160 3.556770 0.13 0.01 0.10
H -8.739093 1.183629 -0.716755 0.02 -0.01 -0.04
C 2.130135 3.241059 -1.538550 0.15 0.04 -0.16
H -4.069014 2.813957 -1.588007 0.00 0.01 -0.02
H -2.658542 -2.509200 -2.376482 0.00 -0.06 0.04
C -5.458135 0.097911 -2.409749 0.10 0.02 0.20
H 5.233771 4.435850 0.412224 -0.02 -0.04 -0.01
H -2.757574 -0.426364 -5.664367 0.00 -0.02 -0.04
C -4.164484 0.411369 -0.328491 -0.15 -0.06 -0.39
H 5.278516 2.243261 -0.736595 -0.05 0.04 0.00
C -1.207739 -2.969326 2.959269 0.08 0.35 0.07
O -0.817081 -0.307404 2.030569 -0.99 0.53 0.17
H -1.888319 2.591746 -0.414160 0.05 -0.02 -0.07
O 2.203426 0.532880 1.773956 -0.32 0.31 -0.06
N -0.411331 -4.197285 2.599237 0.19 0.36 -0.07
H 1.498643 -4.271586 -3.513826 0.00 0.02 -0.03
H 1.247370 5.114242 -0.973441 0.03 -0.01 0.01
O 3.590219 -1.077223 2.392386 0.61 -0.04 -1.10
C 3.268429 2.434338 -1.456597 -0.08 -0.05 0.02
C 3.198114 6.217891 0.578441 0.08 0.00 -0.07
C -2.730855 -2.564532 -1.290226 0.04 0.03 -0.02
H -2.898841 3.913572 -2.313753 -0.02 -0.02 -0.02
H 0.619923 -3.872663 -4.988536 0.04 0.00 0.02
H -3.528824 0.180147 4.699357 0.05 -0.05 0.05
H 3.128490 -0.908325 3.259529 -0.44 0.09 0.51
H -1.250794 4.339479 2.747088 -0.01 0.02 -0.05
H -3.781126 -2.429488 -1.023444 0.00 -0.02 0.00
N 1.923669 -0.478256 4.290115 -0.28 -0.04 0.43
H -1.052003 2.313194 -1.964657 0.03 0.11 0.14
Pb 0.720686 1.139196 0.098985 1.01 -0.22 -0.17
H -2.433210 -3.571139 -0.987615 -0.04 0.03 -0.03
H 1.347154 2.973098 -2.243296 -0.07 -0.01 0.12
H 3.884865 6.921166 0.102472 -0.02 -0.03 0.00
H 3.526613 6.103684 1.612183 -0.03 0.00 -0.02
C 3.216079 4.897990 -0.140539 -0.10 0.02 0.03
H -4.183215 -2.087016 2.702202 -0.07 0.04 0.00
H -0.960946 -4.924729 2.146249 -0.09 -0.03 -0.06
H 1.855689 0.489329 3.995369 -0.01 0.02 0.07
S 3.155253 0.779036 -2.088656 -0.31 -0.02 0.09
H -0.992109 1.782360 -6.864206 0.07 0.02 -0.03
C 4.353675 4.089276 -0.118044 0.00 0.09 0.05
H 4.354605 -0.517811 -0.163471 0.02 -0.03 0.09
H -0.450254 -2.876290 -2.934242 -0.02 0.07 0.06
C -2.525911 0.352904 -6.392330 0.09 0.08 0.02
C -1.597967 3.488274 2.161080 -0.06 -0.04 0.20
H -4.533161 -0.214510 -2.888997 -0.08 -0.01 -0.08
Ge -2.669462 0.654674 2.400592 0.73 -0.40 0.25
H -2.375525 -1.051809 4.235715 -0.01 0.12 0.12
C -0.051637 -1.302641 -4.353110 0.10 0.05 0.19
H 0.341946 -3.831688 1.962515 -0.08 -0.13 -0.01
C 1.211091 -3.452568 -4.172516 -0.03 0.03 -0.01
C -6.628486 0.134290 -3.148191 -0.02 -0.01 -0.08
H -4.623939 -2.078259 4.414923 -0.05 -0.01 -0.04
O 4.451982 0.227512 -2.305371 0.10 0.07 0.13
H -2.577327 2.611697 3.870784 0.05 0.01 0.07
C -1.852734 -1.516311 -0.596030 0.27 0.41 -0.18
H -1.543769 -3.025290 3.992065 -0.03 -0.15 -0.03
C -6.648253 0.833981 -0.456308 0.06 0.01 0.04
C -3.246256 -0.495145 3.887920 -0.26 0.13 -0.34
C -1.988423 2.172899 -1.417178 0.08 -0.38 0.03
C -7.810817 0.529701 -2.540831 0.00 0.01 0.00
C -1.867893 2.309104 3.095656 -0.26 -0.11 -0.39
H 0.797083 -0.931252 -4.934716 -0.04 0.04 -0.03
C -4.020277 0.590410 0.993077 0.36 0.03 0.24
H -3.269091 1.145744 -6.282300 0.01 -0.05 0.04
C -1.112114 0.910620 -6.219858 -0.24 -0.16 0.09
H 2.312450 -0.491294 5.226586 -0.09 0.04 0.14
H 0.702481 -2.090634 4.790727 -0.02 0.00 0.03
N 2.408325 -0.006944 -0.845518 0.20 -0.07 -0.25
H -2.640523 -0.068661 -7.390060 -0.02 0.02 0.03
Ge -2.455393 0.233277 -1.302893 -0.35 0.15 0.41
H -0.364221 0.188883 -6.547175 0.03 0.03 -0.03
P -0.059089 -1.511103 2.621194 0.27 -0.65 -0.09
C 2.111140 4.465053 -0.877366 0.01 0.00 0.07
C 0.604909 -1.124427 4.289905 0.16 0.08 -0.30
H -2.497724 3.801249 1.630475 0.02 -0.02 -0.03
H -6.677439 1.120460 0.588710 -0.03 0.00 -0.05
H -0.820526 3.266723 1.429353 0.01 0.03 -0.05
H -0.956308 1.984778 3.602211 -0.03 0.00 0.08
H 2.121036 -3.022071 -4.594264 -0.04 -0.02 0.01
C -5.443796 0.448224 -1.054776 -0.11 -0.07 -0.07
H 0.178474 1.902945 -4.777183 -0.02 0.03 0.03
H 3.183190 -1.811289 -0.029535 -0.01 -0.02 0.01
O -2.158239 -0.166911 -3.141148 -0.27 -0.02 0.17
C -0.791492 1.398292 -4.810562 0.28 -0.05 -0.06
H -6.622369 -0.141790 -4.195029 0.01 0.01 0.04
C -7.817251 0.875625 -1.193439 -0.03 0.02 0.05
O 0.920835 -2.132428 1.674064 -0.05 0.12 0.20
H 0.047004 -4.617916 3.407059 -0.01 -0.04 0.08
H -2.075038 -1.485707 0.465183 0.06 -0.05 0.03
C 4.386824 2.860271 -0.761158 0.09 -0.13 0.01

3.
87
Properties=species:S:1:pos:R:3:forces:R:3 method="wB97M-V/def2-TZVPD" lumo_energy_ev=2.00 charge=-1 spin_multiplicity=1
C -1.902629 3.931321 -7.732015 -0.06 0.03 -0.17
H -1.911452 -0.513933 -4.644413 -0.01 0.03 0.10
O 2.507986 -1.618634 -2.119187 0.03 -0.01 0.04
C 1.539626 0.886504 6.775071 0.04 -0.02 -0.04
H -0.084263 2.122320 4.367380 -0.01 0.03 0.02
C -2.079258 4.937666 -9.879322 0.00 -0.02 0.03
H -2.198300 -6.746684 6.105545 0.00 0.01 0.00
H 1.069974 0.389246 5.925115 0.00 0.00 0.00
C -0.738353 2.537356 3.598679 0.05 0.00 0.00
H -0.403881 -1.780513 2.325535 0.00 0.00 0.00
C -0.978137 -4.965527 5.663704 -0.01 -0.01 -0.01
H -2.580558 -3.741547 1.480718 -0.01 0.01 0.00
H -2.006362 2.863097 -10.521139 0.00 0.00 0.00
H -1.592201 5.223630 -10.812380 0.02 0.00 0.00
H 2.288919 3.841176 7.584266 0.01 0.00 0.00
C 3.490414 2.000136 7.512371 -0.01 0.00 -0.02
H -2.343551 1.488076 1.086922 0.01 -0.02 0.00
C -1.280656 -2.308146 -0.482707 -0.01 -0.05 0.00
H -2.660642 0.068001 -6.795441 -0.17 0.16 0.08
H 4.223273 0.488161 -3.980020 0.00 0.00 0.00
H -1.668102 -4.709311 4.857168 0.00 0.02 0.00
C -1.157049 -6.429768 6.062068 0.02 0.01 -0.01
H 3.175971 1.124072 -1.850794 0.01 -0.02 0.01
C 0.456269 -4.961486 5.150052 -0.03 0.04 -0.01
C -1.363306 -1.988556 1.835156 0.02 -0.04 0.00
H -0.193270 4.368098 -8.983096 0.00 0.00 -0.01
C 3.053079 0.710204 6.818041 -0.01 0.01 0.01
H -0.660303 0.977566 1.054144 -0.01 0.00 -0.01
H -1.285234 3.316945 -7.078742 -0.04 -0.04 -0.01
H -2.252326 -2.412891 -0.976594 0.00 -0.01 0.00
H 3.459155 0.669647 5.805664 0.00 0.00 -0.01
O 0.680423 -6.254958 4.589190 0.04 -0.01 -0.02
C 3.616683 -1.359270 -2.976009 -0.02 0.01 -0.06
H 1.171728 -4.795545 5.963223 -0.02 0.01 0.02
C 0.015197 3.314472 2.525086 -0.01 0.00 -0.01
H 2.897101 3.415498 5.973985 0.00 0.00 0.00
I -2.083341 1.497986 -2.461425 -0.16 0.05 0.20
H -0.896708 5.809890 -8.239214 0.01 0.00 0.00
H -2.874721 5.658009 -9.672954 0.00 0.00 0.01
H -1.011508 -7.327829 4.088895 0.00 0.00 0.00
H -1.133782 -4.263815 6.481908 0.00 -0.01 0.01
H 0.630915 -4.207999 4.380601 0.01 -0.02 -0.01
H 3.725423 -2.197860 -3.667095 0.01 0.01 0.00
O -2.664623 3.065355 -8.577922 -0.13 -0.07 -0.03
H 1.881155 1.490634 -3.006420 0.01 -0.01 0.00
H -1.742389 3.811618 1.361202 -0.01 0.00 0.01
H 0.771704 -0.585524 -2.591954 0.00 -0.02 0.01
H 4.530647 2.265133 7.326869 0.00 -0.01 0.00
H 0.174850 4.357719 2.798523 -0.01 0.00 -0.01
C -1.131251 4.842822 -8.685316 0.06 0.03 0.10
H -0.564525 -1.942974 -1.217177 -0.01 0.00 0.00
H -2.592753 4.506901 -7.104958 0.01 0.01 0.01
H -3.658805 3.473939 -10.321066 0.01 0.00 -0.01
O -1.403382 1.472097 2.926809 -0.02 -0.04 0.02
H 4.532088 -1.287711 -2.374838 0.00 0.00 0.01
H 3.354412 -0.194866 7.344035 0.00 0.01 0.01
H 0.060018 -8.085378 5.281395 -0.01 0.00 0.00
H -1.479193 3.177020 4.094655 -0.01 0.00 -0.01
O 1.309481 2.290062 6.663854 -0.09 0.05 0.02
H -2.155005 -1.568788 2.457906 0.00 -0.01 0.01
C -0.816810 1.290708 -4.374318 -0.06 -0.20 -0.33
C -0.375939 -7.137847 4.960694 -0.03 0.00 0.02
H -1.068806 -4.102444 2.328139 0.01 -0.01 -0.02
C 1.693235 -0.442047 -2.018575 -0.08 0.09 0.00
H 0.989516 2.856162 2.338504 0.00 -0.01 0.00
H 0.234874 -3.637193 0.298635 0.01 0.01 0.00
C 2.510883 0.698050 -2.606755 0.01 0.01 0.02
O 0.005468 2.112505 -4.530603 0.24 0.20 0.04
O -1.392616 -1.346371 0.566930 0.02 0.07 -0.02
H 1.072058 0.515810 7.694071 0.00 0.00 0.01
C -2.644600 3.520423 -9.914802 0.04 0.08 -0.02
C 3.318417 -0.037497 -3.674856 0.00 0.00 0.01
C -1.214805 0.096416 -5.212682 0.13 -0.28 0.01
H -0.272769 -0.495145 -5.314853 -0.02 0.13 -0.07
C -1.870398 0.712273 -6.409363 0.21 -0.28 0.03
C 2.514137 3.008427 6.916264 0.05 -0.04 0.01
H 1.425554 -0.291103 -0.971557 -0.03 -0.01 -0.01
H -0.397301 3.266109 0.355057 -0.01 0.00 0.00
H -0.699971 -6.617226 7.036054 0.01 0.00 0.00
C -1.357324 1.686670 1.504457 0.00 0.05 -0.03
H 2.700313 -0.201918 -4.559589 -0.01 0.00 0.00
H -1.151444 0.938271 -7.202552 -0.01 0.14 0.06
H -1.160958 -4.490942 -0.370310 -0.01 0.00 0.01
C -1.522526 -3.479055 1.555874 0.00 -0.05 0.02
H 3.343653 1.918933 8.591448 -0.01 0.00 0.00
C -0.851182 -3.608462 0.188559 -0.01 0.04 0.01
C -0.895328 3.123631 1.312589 0.02 -0.01 0.01

4.
22
Properties=species:S:1:pos:R:3:forces:R:3 method="wB97M-V/def2-TZVPD" lumo_energy_ev=0.13 spin_multiplicity=1 de_lowest_kj_mol=319.44
H -2.784536 -0.207629 -2.248160 -1.38 -0.75 -0.35
H -2.410042 -0.081501 2.902379 0.43 1.06 0.71
O -1.591837 2.421236 0.270585 4.02 -0.67 -1.61
H 3.698390 1.517072 -0.644043 -1.38 -1.37 -0.62
O -2.207301 -0.536486 2.111188 -7.99 -4.40 3.85
H 0.927478 1.627799 -0.031865 0.47 -0.93 0.60
H 2.171553 1.150603 1.152012 0.67 1.15 1.85
H -1.239216 1.470322 0.410407 -0.88 2.35 -0.28
H 3.071894 -0.309458 -1.017841 0.08 1.90 0.23
H -0.747760 2.871515 -0.227609 -3.23 -1.60 1.89
H 2.197458 1.139712 -1.721588 1.10 -0.12 -0.26
H -1.133164 -2.220831 0.318641 2.84 -1.74 0.31
C 1.672949 0.852428 0.296852 1.62 -0.28 -2.72
H -1.554305 -0.311551 1.634521 7.77 3.29 -4.54
O -0.204588 -2.699358 0.267490 -3.41 1.01 -1.45
C 2.817766 0.801579 -0.871808 -1.06 0.06 0.84
H 0.140798 -2.760084 1.142738 -0.04 0.06 1.10
O -3.450665 -0.880500 -2.568468 2.64 0.08 -0.14
H 1.682290 -0.986177 1.330153 -1.20 0.86 -1.93
H 0.574909 -0.891677 -0.080737 0.32 -0.74 -0.08
N 1.181523 -0.447475 0.569387 -0.13 0.13 2.11
H -2.813595 -1.519540 -2.994235 -1.26 0.69 0.50

5.
10
Properties=species:S:1:pos:R:3:forces:R:3 method="wB97M-V/def2-TZVPD" lumo_energy_ev="-0.95 / -0.95" spin_multiplicity=1 de_lowest_kj_mol=275.21
H -2.194530 0.883045 0.792728 0.53 0.43 -0.67
N -0.454898 0.127666 -0.404395 -3.00 -0.20 1.54
O 1.133558 1.636821 -0.870857 0.18 -0.91 0.25
N 0.207597 1.375496 -0.140366 0.62 1.17 -0.74
N 1.874170 -2.145062 0.933801 0.19 -0.24 0.53
N 0.287665 -0.982460 -0.612667 -0.23 1.25 2.10
O -0.337814 2.140381 0.598020 -0.19 -0.13 0.42
O -1.687114 0.060893 0.819302 2.78 -1.85 -1.83
H 0.082127 -1.506673 -1.427485 -0.49 -0.25 -0.72
C 1.089238 -1.590110 0.311916 -0.40 0.73 -0.86